The following is a quantum chemistry calculation of one molecule with the formula C3H2Cl2N2, from the OMol25 dataset.

The HOMO-LUMO gap is 7.97 eV. Its energy above the lowest of the compared OMol25 structures with the same formula, charge and spin is 321.3 kJ/mol. Its total energy is -31165.1137 eV. For the highest occupied orbital energy, the calculation gives -8.17 eV. Its molecular weight is 136.97 Da. Its SMILES is N=C=C(Cl)/N=C\Cl.

Each line ends with the natural charge from an NBO analysis.
Positions of all 9 atoms, in Å:
1 N -2.12325 -1.32728 0.43931  -0.59
2 C -1.01534 -0.98652 0.10003  0.49
3 C 0.34274 -0.63510 0.04202  -0.04
4 Cl 1.07362 -2.31296 -0.10228  -0.10
5 N 1.14702 0.40928 0.09243  -0.42
6 C 2.39894 0.83839 0.13487  0.06
7 Cl 3.79691 -0.16789 0.08047  -0.02
8 H -2.87993 -1.81025 -0.00607  0.42
9 H 2.67908 1.77960 0.38918  0.19